Record 1
Formula: C4H11NO
Source: OMol25
Level of theory: wB97M-V/def2-TZVPD

The calculation puts the relative energy (zero: lowest compared OMol25 entry of this formula, charge and spin) at 47.31 kJ/mol. As for the HOMO-LUMO gap: 10.819 eV. The calculation puts the LUMO energy at 0.8 eV. The SMILES is CC(N)=O.CC.

ORCA input file:
```
! RIJCOSX wB97M-V def2-TZVPD def2/J DEFGRID3
* xyz 0 1
H 0.517 3.239 0.704
H -0.913 1.417 -1.340
H -0.814 2.176 1.263
H -0.517 -0.866 1.509
C -0.066 2.345 0.501
C -0.610 2.375 -0.941
C -0.337 -1.843 1.065
H 1.582 -3.242 0.143
H 0.599 1.479 0.534
H -1.359 -2.233 0.978
H 0.149 -2.432 1.840
H -1.478 2.971 -1.247
H 1.814 -2.408 -1.357
O -0.234 -1.090 -1.146
N 1.183 -2.794 -0.675
H 0.251 2.748 -1.503
C 0.234 -1.843 -0.327
*
```

Atom charges from the Löwdin analysis, given in e for atoms 1 to 6: atom 1 (H): 0.06, atom 2 (H): 0.04, atom 3 (H): 0.05, atom 4 (H): 0.07, atom 5 (C): -0.16, atom 6 (C): -0.17

=====

Record 2
Formula: C14H13FNO11S3
Source: OMol25
Level of theory: wB97M-V/def2-TZVPD

As for the HOMO-LUMO gap: 8.040 eV. The calculation puts the LUMO energy at 0.8 eV.

ORCA input file:
```
! RIJCOSX wB97M-V def2-TZVPD def2/J DEFGRID3
* xyz -1 1
O 0.010 -0.780 3.066
O 0.516 -1.131 -1.927
C -3.206 1.604 -6.030
O 3.509 -1.116 -1.011
C -2.127 3.146 -4.455
H 2.493 -0.922 3.794
S 1.472 0.882 0.221
O -1.774 4.281 -4.207
O 1.926 1.947 7.178
C 0.456 -0.156 3.999
H -2.942 3.672 -6.419
O -0.123 -4.116 -1.467
O -3.382 -0.634 -5.353
H -3.703 1.350 -6.959
C 0.072 1.447 5.819
C 1.883 -0.266 4.401
O 2.867 -1.599 1.334
H 0.026 -2.094 1.200
H 0.509 -4.269 -2.176
H -1.438 0.837 4.457
C -0.408 0.764 4.784
C -2.998 0.482 -5.073
O 1.864 1.585 -0.962
C -1.916 2.027 -3.511
N 0.104 0.179 0.216
C -2.803 2.837 -5.744
O 1.706 1.478 1.508
C 2.358 0.420 5.437
S 3.079 -0.660 0.270
H 0.727 -4.302 0.406
O -1.778 -0.723 -1.083
C 1.493 1.326 6.228
C -2.320 0.788 -3.790
H -1.320 -2.807 0.312
H 1.535 -3.138 -0.677
C 0.571 -3.537 -0.362
F 4.240 0.299 0.791
H -0.536 2.123 6.407
S -0.383 -0.975 -0.813
H -2.161 -0.019 -3.084
H -1.414 2.267 -2.581
C -0.295 -2.443 0.222
H 3.393 0.360 5.750
*
```

Atom charges from the Löwdin analysis, given in e for atoms 1 to 6: atom 1 (O): 0.10, atom 2 (O): -0.31, atom 3 (C): 0.01, atom 4 (O): -0.30, atom 5 (C): -0.39, atom 6 (H): 0.11

=====

Record 3
Formula: C2H11NO4
Source: OMol25
Level of theory: wB97M-V/def2-TZVPD

The calculation puts the relative energy (zero: lowest compared OMol25 entry of this formula, charge and spin) at 67.94 kJ/mol. As for the HOMO-LUMO gap: 10.384 eV. The calculation puts the LUMO energy at 0.4 eV. The SMILES is CC(N)=O.O.O.O.

ORCA input file:
```
! RIJCOSX wB97M-V def2-TZVPD def2/J DEFGRID3
* xyz 0 1
H -3.286 0.064 -0.547
H 0.504 0.799 0.457
H -0.621 -3.297 -1.627
H 0.401 2.696 -3.402
C -1.275 0.475 -0.358
H 3.017 0.993 4.799
H 0.849 -2.916 -1.896
O 0.628 1.919 -2.885
H 0.137 -0.924 0.262
O -1.456 1.651 -0.653
H -2.316 -1.255 0.319
H 4.419 1.369 5.322
C -2.399 -0.550 -0.516
O 3.639 0.842 5.513
N -0.076 0.043 0.113
O 0.073 -2.677 -1.382
H -2.259 -1.192 -1.387
H 0.021 1.961 -2.130
*
```

Atom charges from the Löwdin analysis, given in e for atoms 1 to 6: atom 1 (H): 0.08, atom 2 (H): 0.12, atom 3 (H): 0.04, atom 4 (H): 0.03, atom 5 (C): -0.58, atom 6 (H): 0.03

=====

Record 4
Formula: C3H7N2O
Source: OMol25
Level of theory: wB97M-V/def2-TZVPD

The calculation puts the relative energy (zero: lowest compared OMol25 entry of this formula, charge and spin) at 425.12 kJ/mol. As for the HOMO-LUMO gap (alpha / beta): 5.238 / 7.894 eV. The calculation puts the LUMO energy (alpha / beta) at -4.6 / -6.5 eV.

ORCA input file:
```
! RIJCOSX wB97M-V def2-TZVPD def2/J DEFGRID3
* xyz 1 3
H 2.778 2.577 1.851
C 2.353 1.533 2.149
C 0.967 0.771 0.177
N -1.333 -1.777 -1.282
O -0.943 -0.439 -1.559
C -2.431 -2.135 -1.739
H 3.077 0.635 2.341
H 1.571 1.920 2.920
N 1.524 1.087 1.137
H -3.211 -1.387 -2.164
H -2.837 -3.002 -1.344
H -1.726 -0.051 -2.042
H 0.212 0.268 -0.447
*
```

Atom charges from the Löwdin analysis, given in e for atoms 1 to 6: atom 1 (H): 0.15, atom 2 (C): -0.03, atom 3 (C): 0.34, atom 4 (N): -0.05, atom 5 (O): -0.05, atom 6 (C): -0.08

=====

Record 5
Formula: C36H58GdO6PS2Sb2
Source: OMol25
Level of theory: wB97M-V/def2-TZVPD

As for the HOMO-LUMO gap (alpha / beta): 5.747 / 7.539 eV. The calculation puts the LUMO energy (alpha / beta) at -1.9 / -0.2 eV.

ORCA input file:
```
! RIJCOSX wB97M-V def2-TZVPD def2/J DEFGRID3
* xyz 0 8
C -0.746 3.659 0.861
H 0.142 4.216 1.191
H -2.463 2.490 -3.476
C 0.465 -5.597 0.208
Sb -0.662 -1.797 1.744
H 0.671 4.226 -1.711
H -4.864 3.597 -2.150
S 2.726 2.033 0.700
O 3.612 -2.306 2.666
C 0.142 3.644 -2.477
C 0.671 4.060 -3.854
H -4.627 2.086 -4.119
H 1.101 -3.441 -3.870
H -3.169 -2.951 2.059
C -1.407 3.231 3.278
H -2.525 0.762 -3.175
H 4.463 3.524 2.323
H -3.685 0.309 -0.662
H 4.179 -2.947 -2.813
C 1.912 3.271 -4.245
H -4.801 0.688 -3.070
H -0.631 1.351 4.001
C -1.570 -5.346 1.525
H -2.315 2.938 3.819
C -4.432 1.721 -3.103
C 0.450 1.320 -3.458
H -0.264 -1.263 -1.933
H -0.903 3.958 -2.421
H 1.441 1.480 -5.360
H -0.111 3.901 -4.608
C -0.660 1.288 1.838
H -1.689 -2.461 4.197
H 4.293 -0.930 4.441
H 2.543 -5.231 0.703
O 3.624 1.706 -0.405
H 1.364 -3.583 1.824
H -1.820 -0.671 3.958
C -2.538 2.010 -1.365
C -0.470 2.031 3.156
S 2.819 -1.218 2.073
H 1.462 -5.124 -3.305
H -3.361 1.469 0.602
C 4.424 2.538 2.782
H -5.114 2.864 0.034
C -3.610 1.386 -0.457
H -0.006 0.407 1.823
Gd 1.067 -0.527 -0.516
H 4.037 -4.711 -2.428
C 3.957 -3.685 -2.014
H 0.224 -4.037 3.107
H -5.759 1.297 -0.421
C -0.333 2.196 0.636
H 0.890 5.134 -3.853
H -2.134 -4.869 2.312
H 2.702 3.458 -3.506
C 0.992 -4.157 -3.030
H -3.149 -6.743 1.107
H 0.562 0.251 -3.238
H 1.316 2.055 -1.681
H -2.742 -2.854 0.293
C -2.922 1.727 -2.835
O 1.444 1.352 0.778
O 1.466 -1.151 2.618
C 3.618 0.257 2.760
H -2.750 3.373 1.599
H -0.232 -1.411 4.426
C 1.635 1.770 -4.320
C -4.984 2.032 -0.669
H -0.921 3.995 3.895
H 5.595 0.875 5.498
C -1.434 -7.087 -0.138
C 5.121 2.317 3.971
C 5.065 1.069 4.572
C -2.712 -2.326 1.269
O 2.990 -1.141 0.631
C -2.148 -6.420 0.852
H 2.540 1.229 -4.017
H -2.038 4.899 2.069
H -1.072 4.158 -0.054
C 0.336 2.151 -2.171
C -1.816 3.834 1.935
O 2.595 3.484 0.908
C -0.137 -6.685 -0.453
C 1.878 -5.232 -0.185
H 5.692 3.123 4.419
H -1.883 -7.925 -0.656
C -0.271 -4.906 1.216
C 0.291 -3.761 2.034
H -0.085 -4.319 -2.818
H 4.683 -3.563 -1.185
C 3.662 1.518 2.163
Sb 1.954 -3.353 -1.267
H -1.684 0.903 1.796
H 2.292 -5.976 -0.898
H -2.567 3.094 -1.216
P -0.843 1.389 -0.959
H 0.570 2.374 3.227
C -5.198 2.553 -2.088
H 0.397 -7.229 -1.223
H 0.765 2.206 0.575
C 4.324 0.051 3.970
H -6.269 2.554 -2.324
H -0.464 1.414 -4.056
H -3.304 -1.392 1.191
C -1.160 -1.554 3.836
H 2.298 3.623 -5.208
*
```

Atom charges from the Löwdin analysis, given in e for atoms 1 to 6: atom 1 (C): -0.17, atom 2 (H): 0.11, atom 3 (H): 0.10, atom 4 (C): -0.28, atom 5 (Sb): 1.38, atom 6 (H): 0.12

=====

Record 6
Formula: C17H44Cu2O17S5
Source: OMol25
Level of theory: wB97M-V/def2-TZVPD

As for the HOMO-LUMO gap (alpha / beta): 7.388 / 6.255 eV. The calculation puts the LUMO energy (alpha / beta) at -3.7 / -6.7 eV.

ORCA input file:
```
! RIJCOSX wB97M-V def2-TZVPD def2/J DEFGRID3
* xyz 1 4
C 6.395 0.541 0.775
C 4.994 0.356 1.449
H -1.186 -3.694 -0.078
O 2.922 6.026 -3.294
C 2.244 4.444 0.166
C 1.081 4.842 1.051
Cu 2.288 1.538 -3.859
H -1.595 1.162 -2.351
H -5.884 -0.005 0.307
H -1.797 -4.704 -3.250
H 1.203 4.313 1.996
C 2.277 -0.222 2.439
H -1.303 -0.001 -5.612
H 4.798 1.081 2.239
H 1.144 5.901 1.304
O -3.802 -1.833 -6.263
H -2.329 -6.410 -4.431
H 0.299 -1.708 6.843
H -0.889 1.775 2.790
H 4.955 4.170 -0.926
O -2.643 -3.210 -4.417
O 0.178 -0.011 0.017
Cu 1.654 -0.788 -1.571
H 3.103 4.560 0.828
S -3.304 -3.089 0.881
S -2.492 -2.234 -5.837
H -1.079 -2.329 7.908
H 1.260 -0.608 2.499
H -2.694 -1.816 6.353
H 2.552 -0.291 3.492
O 0.318 0.154 4.871
O 2.370 5.400 -0.972
C -0.562 1.375 -2.077
H -1.556 1.157 -0.099
H -5.181 0.788 -1.229
H -3.498 -5.342 -5.206
H 4.984 5.965 -1.238
H -3.890 -1.342 -1.499
C -2.441 -5.472 -4.975
O -1.178 2.202 5.696
H 6.409 -0.245 0.020
S 3.303 -1.562 1.575
H 7.272 0.568 1.422
H -2.312 -0.343 -4.268
O 4.764 -0.977 1.952
S -0.974 0.924 5.063
O -2.739 -2.169 1.917
C -1.644 1.187 3.311
C -0.724 -1.582 7.197
H -1.706 0.287 2.700
C -2.066 -3.243 -0.539
O 3.379 -2.930 2.154
H -3.406 -0.454 -0.169
C -1.642 -0.823 -4.981
O 3.015 -1.425 0.142
H -0.659 -0.695 7.827
O -4.556 -2.288 0.143
O -2.149 -0.145 5.656
C -4.252 -1.049 -0.514
O 2.595 3.570 -2.732
H -2.669 1.513 3.489
H 0.087 4.665 0.642
H 2.471 0.748 1.981
H -1.672 -2.284 -0.874
C -5.494 -0.115 -0.706
O -3.744 -4.437 1.262
H -0.308 2.407 -2.320
C -1.828 -4.331 -4.274
C -0.526 1.139 -0.456
O -1.540 -2.777 -6.854
C -1.727 -1.430 6.030
H -1.347 -2.026 5.200
H -0.772 -4.077 -4.360
H -0.019 2.030 -0.087
H -6.165 -0.645 -1.382
H 4.327 0.702 0.659
O 0.513 0.745 -2.829
C 4.856 4.969 -1.662
S 3.119 4.935 -2.408
H 5.598 4.844 -2.450
H -0.845 -1.316 -4.425
H -1.845 -5.618 -5.875
H -2.740 -3.822 -1.170
H 2.264 3.384 -0.083
H 6.388 1.549 0.359
*
```

Atom charges from the Löwdin analysis, given in e for atoms 1 to 6: atom 1 (C): -0.04, atom 2 (C): -0.29, atom 3 (H): 0.07, atom 4 (O): -0.23, atom 5 (C): -0.26, atom 6 (C): -0.07